{"formula": "C20H31FeN13O2S", "method": "ωB97M-V/def2-TZVPD", "symbols": ["Fe", "N", "C", "N", "C", "N", "N", "C", "N", "C", "C", "C", "C", "C", "N", "H", "H", "H", "H", "H", "H", "H", "H", "C", "N", "C", "C", "N", "N", "C", "N", "N", "H", "H", "H", "H", "H", "H", "H", "H", "H", "H", "H", "S", "C", "C", "N", "C", "H", "H", "H", "O", "C", "O", "C", "N", "C", "C", "C", "H", "H", "H", "H", "H", "H", "H", "H", "H"], "positions_angstrom": [[-0.0695, 0.8138, 0.0868], [-2.1738, 1.1292, 2.8379], [-0.8825, 0.9560, 3.1775], [-0.6207, 0.8409, 4.4701], [0.6679, 0.7255, 4.7906], [0.9886, 0.5863, 6.0756], [1.6812, 0.7426, 3.8965], [1.3050, 0.8335, 2.6458], [0.0468, 0.9220, 2.1952], [2.3693, 0.8245, 1.6120], [3.7080, 0.8218, 1.9641], [4.6606, 0.7766, 0.9597], [4.2334, 0.7102, -0.3562], [2.8745, 0.7145, -0.6171], [1.9509, 0.7936, 0.3388], [-2.8365, 1.2553, 3.5835], [-2.4118, 1.3688, 1.8937], [0.2677, 0.6206, 6.7748], [1.9556, 0.5516, 6.3454], [3.9711, 0.8510, 3.0107], [5.7151, 0.7841, 1.1994], [4.9357, 0.6544, -1.1755], [2.5203, 0.6389, -1.6351], [0.3815, 1.2765, -4.6525], [-0.9619, 1.2243, -4.0935], [-1.9807, 0.7449, -5.0259], [-1.0750, 1.1128, -2.7430], [-0.0912, 0.9466, -1.9343], [-2.3644, 1.2743, -2.2442], [-2.8351, 0.7448, -1.0665], [-4.1733, 0.5464, -1.0372], [-2.0404, 0.4867, -0.0809], [0.3094, 1.5652, -5.6975], [0.8909, 0.3079, -4.6021], [0.9737, 2.0301, -4.1338], [-1.9378, 1.3460, -5.9313], [-2.9864, 0.8295, -4.6259], [-1.8089, -0.3018, -5.2900], [0.7379, 0.6414, -2.4257], [-3.0335, 1.7102, -2.8554], [-4.7390, 0.5794, -1.8662], [-4.6325, 0.3103, -0.1759], [-2.4734, -0.1098, 0.6160], [-0.4814, 5.3980, 0.5957], [0.7169, 4.9951, -0.5515], [0.8046, 3.6489, -0.6734], [-0.0653, 2.9371, 0.1178], [-0.8030, 3.7482, 0.8289], [1.2914, 5.7492, -1.0625], [1.4843, 3.1232, -1.3240], [-1.5438, 3.4190, 1.5402], [0.6463, -1.5475, -0.9823], [0.3976, -2.1426, 0.0663], [-0.1375, -1.6595, 1.1026], [0.7735, -3.6407, 0.1435], [0.3148, -4.1112, 1.5061], [-0.7781, -5.1306, 1.3168], [-1.2835, -4.8450, -0.0888], [-0.0008, -4.5064, -0.8480], [1.8530, -3.7429, 0.0596], [-0.0453, -3.2104, 1.9071], [1.0727, -4.4624, 2.0842], [-1.5154, -5.0200, 2.1073], [-0.3264, -6.1186, 1.3827], [-1.9614, -3.9891, -0.0786], [-1.8168, -5.6972, -0.5030], [-0.1693, -3.9615, -1.7733], [0.5563, -5.4144, -1.0819]], "forces_ev_per_angstrom": [[0.010, 0.488, 0.171], [-0.034, -0.044, -0.028], [0.091, 0.018, 0.028], [-0.024, 0.014, 0.016], [-0.013, 0.003, -0.024], [0.000, 0.006, 0.013], [0.036, -0.005, 0.010], [-0.021, -0.015, 0.020], [0.010, -0.048, -0.229], [0.019, -0.019, 0.002], [0.014, -0.017, -0.006], [-0.028, 0.006, -0.007], [0.006, 0.000, 0.014], [0.032, 0.007, -0.069], [-0.154, 0.030, 0.023], [-0.002, 0.013, 0.005], [-0.002, 0.045, -0.022], [0.001, -0.002, 0.001], [0.000, 0.001, 0.001], [0.009, 0.005, -0.005], [0.001, -0.005, 0.003], [0.002, -0.003, 0.001], [0.005, 0.018, 0.021], [0.007, -0.010, 0.011], [-0.005, 0.052, -0.009], [-0.021, -0.039, -0.007], [0.009, 0.123, -0.001], [0.167, -0.247, 0.122], [-0.068, 0.068, -0.047], [0.040, -0.015, 0.086], [-0.010, 0.035, 0.015], [-0.058, 0.015, -0.017], [-0.004, 0.011, 0.000], [-0.001, -0.002, -0.007], [0.003, -0.013, 0.011], [-0.001, 0.005, 0.001], [0.014, -0.009, 0.024], [0.008, 0.004, -0.007], [-0.038, -0.057, -0.004], [-0.005, 0.020, 0.017], [0.026, -0.044, -0.025], [0.007, -0.004, 0.003], [0.027, -0.053, -0.030], [-0.020, -0.027, -0.057], [0.014, 0.008, 0.045], [-0.016, 0.038, -0.034], [-0.081, -0.307, -0.123], [0.056, 0.025, 0.094], [0.005, 0.004, 0.008], [-0.008, -0.008, 0.003], [-0.008, -0.032, 0.003], [0.064, 0.035, -0.055], [-0.025, -0.077, 0.020], [-0.046, -0.016, 0.035], [0.020, 0.012, -0.040], [-0.001, 0.009, 0.026], [-0.015, -0.003, -0.015], [-0.003, 0.008, 0.000], [-0.002, 0.000, 0.003], [0.002, 0.006, 0.007], [-0.003, -0.015, -0.004], [0.003, 0.002, -0.002], [0.004, 0.004, 0.003], [0.004, 0.002, 0.005], [-0.003, -0.003, -0.002], [0.002, -0.004, 0.003], [0.005, 0.004, 0.002], [-0.003, -0.002, 0.001]], "charge": 2, "e_homo_ev": [-13.58, -13.59], "de_lowest_ev": 0.239}

=====

{"formula": "C20H31N2O", "method": "ωB97M-V/def2-TZVPD", "symbols": ["C", "H", "H", "H", "C", "C", "C", "C", "C", "C", "C", "H", "H", "C", "N", "C", "H", "H", "C", "H", "C", "O", "N", "C", "H", "C", "C", "C", "C", "H", "H", "H", "H", "H", "H", "H", "H", "H", "C", "H", "C", "C", "H", "H", "H", "H", "H", "H", "H", "H", "H", "H", "H", "H"], "positions_angstrom": [[-6.3092, -1.7889, 1.2580], [-5.4288, -2.5580, 1.1284], [-7.1417, -2.1812, 1.3951], [-6.0580, -1.1169, 1.9379], [-6.4527, -1.2444, -0.3243], [-5.2390, -0.4841, -0.4678], [-5.0037, 0.7687, 0.0819], [-3.7293, 1.5257, -0.4967], [-2.7874, 0.8579, -1.2002], [-2.9643, -0.5039, -1.5563], [-4.2695, -0.8642, -1.2358], [-4.5099, -1.9669, -1.7147], [-2.2517, -1.1701, -2.2556], [-1.3969, 1.5810, -1.3795], [-0.3900, 1.2067, -0.5152], [-0.0664, -0.2310, -0.1660], [0.2242, -0.7377, -1.2481], [-0.8469, -0.8279, 0.2384], [1.3832, -0.2106, 0.4884], [1.5145, -1.3276, 0.7196], [2.3606, 0.4830, -0.1917], [1.9944, 1.5704, -0.6434], [3.6624, 0.2678, 0.1794], [4.1028, -0.9161, 1.0703], [4.8812, -0.4013, 1.3820], [4.9632, -1.9340, -0.0364], [6.0279, -1.4385, -0.7637], [5.5144, 0.1258, -1.5380], [4.6593, 0.8507, -0.4281], [5.4603, 1.2189, 0.2972], [4.3112, 1.8451, -1.1169], [4.7600, -0.3820, -2.4190], [6.3223, 0.5573, -1.9527], [6.7527, -1.0645, -0.0643], [6.4563, -2.0078, -1.4590], [4.2072, -2.1552, -0.7116], [5.2905, -2.7791, 0.3957], [3.3653, -1.4377, 1.7132], [0.9747, 0.2708, 1.9773], [1.7791, 0.3255, 2.6671], [0.5546, 1.5836, 2.0368], [-0.8677, 1.8228, 1.1839], [-1.1373, 2.7479, 0.8678], [-1.6181, 1.0308, 1.3666], [0.0769, 2.0681, 2.7955], [1.4204, 2.2574, 1.5030], [0.3264, -0.5179, 2.4809], [0.7057, 1.4994, -0.6495], [-1.0048, 1.2291, -2.4781], [-1.6747, 2.6426, -1.4272], [-3.5055, 2.5675, -0.0929], [-5.6375, 1.4793, 0.4247], [-6.5531, -1.7284, -1.0446], [-7.2077, -0.4075, -0.0121]], "forces_ev_per_angstrom": [[7.499, -2.171, -7.671], [-1.828, 1.064, 0.916], [-7.254, -4.070, 1.966], [1.075, 3.478, 2.460], [0.471, 10.741, 15.892], [-1.478, 4.664, 2.496], [5.552, 1.724, -4.131], [-3.580, -0.802, 3.657], [3.562, -0.397, -0.022], [-0.565, 0.960, -0.966], [4.226, -8.747, -5.476], [0.547, 2.439, 0.984], [-1.837, 1.822, 1.871], [-2.644, -1.776, -5.547], [0.670, -0.492, 6.522], [3.134, 0.309, -5.841], [-1.260, 0.976, 2.253], [-0.436, -0.209, 0.863], [-6.743, -5.860, 4.918], [0.489, 1.544, -0.920], [4.178, 2.124, 2.009], [0.993, 1.189, -2.223], [-6.005, -4.786, 1.637], [-0.644, -2.104, -5.588], [3.510, 1.681, 3.699], [-5.461, 1.475, 2.328], [1.041, 8.982, -0.074], [-5.283, -7.754, 1.402], [6.419, 6.837, -5.628], [-1.126, -0.150, -0.581], [0.510, -2.372, 2.560], [1.971, 1.896, 2.193], [2.480, 2.012, -1.134], [1.074, 0.016, 0.174], [1.474, -2.527, -2.696], [-1.811, -1.058, -1.242], [0.500, -3.200, 2.224], [0.746, 0.813, -0.527], [1.551, -4.332, 0.823], [1.662, -0.809, 0.373], [-2.635, 6.005, -6.072], [4.318, -5.318, -2.788], [-1.007, 2.844, -0.073], [0.122, 1.018, 0.337], [0.319, 0.807, 3.670], [-2.365, -1.075, 1.623], [0.311, 0.924, -1.122], [-1.306, 1.001, -0.545], [-0.915, 1.121, 2.166], [0.969, -0.100, 0.256], [-0.586, -1.430, -0.761], [-2.386, 1.369, 1.816], [-2.624, -8.547, -10.654], [0.408, -1.750, -1.809]], "charge": 1, "e_homo_ev": -11.44, "de_lowest_ev": 15.474}

=====

{"formula": "C20H31N3O", "method": "ωB97M-V/def2-TZVPD", "symbols": ["C", "C", "C", "C", "C", "C", "C", "C", "O", "N", "N", "C", "C", "H", "H", "C", "N", "C", "H", "C", "H", "H", "H", "C", "C", "C", "C", "C", "C", "C", "H", "H", "H", "H", "H", "H", "H", "H", "H", "H", "H", "H", "H", "H", "H", "H", "H", "H", "H", "H", "H", "H", "H", "H", "H"], "positions_angstrom": [[-7.0095, -3.6458, -0.7742], [-6.3915, -2.2296, -0.7058], [-6.4732, -1.6561, 0.7199], [-6.1610, -0.3201, 0.9083], [-4.6999, -0.2265, 0.5573], [-4.3987, 1.3169, 1.0332], [-2.9405, 1.5272, 0.9538], [-2.4609, 1.6296, -0.7868], [-3.2358, 1.5159, -1.7083], [-1.0537, 1.6862, -0.8803], [-0.2813, 2.0858, 0.1651], [0.9188, 2.1504, -0.1233], [1.8933, 2.0249, 1.0899], [2.3269, 3.2967, 1.2474], [1.2511, 2.0589, 1.9674], [2.9403, 1.1515, 1.2960], [3.8107, 1.1960, 0.0047], [2.9231, 1.0184, -1.1279], [2.6401, 0.1592, -1.2423], [1.7844, 2.1348, -1.1816], [2.1944, 3.0820, -1.5071], [1.0878, 1.9616, -2.0224], [3.5794, 1.2699, -2.0454], [4.9995, 0.7262, 0.1282], [4.9697, -0.6595, -0.2243], [4.9693, -1.5613, -1.1566], [4.7494, -3.1434, -1.0917], [4.7127, -3.4381, 0.1037], [4.6890, -2.8961, 1.4133], [4.9497, -1.5243, 1.3133], [5.0070, -0.8043, 2.1066], [4.6964, -3.3798, 2.1349], [4.5910, -4.6326, 0.2017], [4.6529, -3.6582, -2.0260], [4.9103, -1.1575, -2.1034], [5.6647, 1.2548, 0.8526], [5.6157, 0.9859, -1.1275], [2.5857, 0.1873, 1.5200], [3.6543, 1.3961, 2.0397], [-0.8986, 1.8548, -1.7478], [-2.1755, 0.8435, 1.4935], [-2.7117, 2.7121, 1.4081], [-4.9989, 2.0079, 0.3316], [-4.6679, 1.5274, 2.0325], [-4.5694, -0.2261, -0.3925], [-3.9951, -0.7701, 1.3572], [-6.7053, 0.2311, 0.2906], [-6.3394, -0.1264, 1.9914], [-5.9776, -2.2930, 1.2703], [-7.7951, -1.7970, 1.1387], [-5.4839, -2.1257, -1.0919], [-7.1084, -1.5072, -1.3855], [-6.2885, -4.2705, -0.3477], [-8.0338, -3.7970, -0.4478], [-6.8754, -4.0352, -1.7796]], "forces_ev_per_angstrom": [[1.218, 0.993, -1.649], [-7.632, 1.782, 0.460], [-8.413, -2.657, -2.816], [3.406, -0.624, 3.624], [0.321, 4.091, 9.998], [-0.068, -1.498, -2.889], [3.147, 4.286, -1.771], [-0.244, -0.841, 4.510], [1.126, 0.307, 0.625], [-5.334, -0.731, 4.860], [-1.756, -1.369, -0.339], [4.175, -0.476, 6.653], [-4.241, 9.356, 2.642], [-0.812, -3.528, -0.739], [-0.236, -0.408, 0.251], [4.454, -1.732, -3.137], [-8.670, 4.021, 2.290], [4.794, 10.999, -0.826], [-3.719, -9.574, -1.094], [0.619, -1.755, -6.116], [0.371, 0.400, 0.761], [0.880, -0.609, -0.834], [-0.867, -0.505, 1.119], [6.911, -0.108, -6.606], [1.783, -6.054, 9.130], [-1.165, -2.843, -2.453], [1.222, 8.574, -5.470], [-1.621, -10.167, 7.073], [1.802, 12.892, -13.222], [-1.304, -0.159, -2.418], [0.149, -0.091, 0.741], [-0.150, -7.959, 11.864], [0.147, 2.075, 0.001], [0.130, -0.417, 0.139], [0.300, 0.690, -2.601], [-0.470, -1.266, -0.198], [-1.023, 0.515, 2.887], [-0.364, -1.830, 0.032], [0.201, 0.650, 1.168], [2.540, 1.533, -7.131], [-1.666, 0.946, -0.955], [-0.255, -3.360, -1.367], [1.136, -0.847, 1.050], [-0.862, -0.202, 1.131], [1.618, -0.773, -6.088], [-1.560, 0.286, -2.485], [-2.392, 2.980, -2.373], [0.159, 0.619, -0.817], [2.622, -3.182, 3.499], [3.676, -0.005, -1.277], [4.009, -0.102, -1.653], [1.741, -1.507, 1.371], [0.632, -1.350, 1.802], [0.198, 0.264, 0.270], [-0.664, 0.267, -0.626]], "charge": 0, "e_homo_ev": -8.35, "de_lowest_ev": 18.492}

=====

{"formula": "C20H31N5O4", "method": "ωB97M-V/def2-TZVPD", "symbols": ["C", "C", "C", "C", "N", "N", "C", "C", "C", "O", "N", "C", "C", "C", "N", "C", "C", "O", "C", "C", "O", "N", "C", "C", "C", "C", "C", "C", "O", "H", "H", "H", "H", "H", "H", "H", "H", "H", "H", "H", "H", "H", "H", "H", "H", "H", "H", "H", "H", "H", "H", "H", "H", "H", "H", "H", "H", "H", "H", "H"], "positions_angstrom": [[-4.0132, -0.1466, 0.3479], [-3.0864, -0.9358, 1.2687], [-3.4225, -2.4241, 1.2566], [-3.1385, -0.3697, 2.7040], [-1.8690, 0.1103, 3.2113], [-0.8324, -0.8212, 3.3851], [0.3483, -0.0900, 3.3521], [1.6336, -0.7668, 3.7122], [2.7918, 0.1958, 3.5093], [3.1916, 0.9258, 4.3966], [3.3164, 0.2149, 2.2644], [2.7666, -0.2403, 0.9770], [3.5395, 0.9135, 0.2853], [2.6928, 1.9625, -0.4225], [2.4966, 1.7030, -1.8459], [3.3419, 2.4444, -2.7664], [1.5339, 0.8259, -2.2149], [0.9118, 0.1969, -1.3616], [1.2875, 0.6752, -3.7058], [0.0731, -0.1056, -4.2089], [-0.2521, 0.0190, -5.3765], [-0.5347, -0.9362, -3.3435], [-1.6677, -1.7154, -3.7355], [-2.5427, -2.2343, -2.6425], [-3.0447, -1.1484, -3.5599], [4.0523, 1.3367, 1.6848], [0.1120, 1.1753, 2.9654], [-1.3292, 1.3198, 2.7792], [-1.9900, 2.2369, 2.3268], [-5.0486, -0.2246, 0.6916], [-3.7388, 0.9089, 0.3390], [-3.9759, -0.5279, -0.6740], [-2.0579, -0.8113, 0.9125], [-4.4342, -2.5906, 1.6368], [-3.3805, -2.8338, 0.2464], [-2.7295, -2.9912, 1.8817], [-3.7998, 0.4947, 2.7519], [-3.5223, -1.1156, 3.4046], [-0.9652, -1.3863, 4.2171], [1.6260, -1.0549, 4.7644], [1.7505, -1.6690, 3.1072], [3.0848, -1.2463, 0.7013], [1.6844, -0.1592, 0.8942], [4.3351, 0.5689, -0.3753], [1.7172, 2.0409, 0.0621], [3.1799, 2.9365, -0.3446], [3.4161, 1.9455, -3.7271], [2.9717, 3.4606, -2.9249], [4.3480, 2.5061, -2.3511], [1.2222, 1.6550, -4.1781], [2.1574, 0.1860, -4.1542], [-0.2299, -0.8976, -2.3784], [-1.4955, -2.3397, -4.6017], [-2.9496, -3.2305, -2.7408], [-2.2816, -1.9484, -1.6315], [-3.1087, -0.1466, -3.1582], [-3.7938, -1.4005, -4.2967], [3.6878, 2.3034, 2.0432], [5.1302, 1.2881, 1.8356], [0.8339, 1.9578, 2.8040]], "forces_ev_per_angstrom": [[-0.011, -0.007, 0.001], [0.019, 0.004, 0.001], [0.001, -0.001, -0.002], [-0.015, 0.020, -0.006], [0.011, -0.020, 0.002], [0.000, 0.005, 0.002], [-0.005, -0.003, 0.000], [0.000, 0.002, -0.001], [0.003, -0.006, 0.006], [0.001, 0.003, -0.001], [-0.012, 0.002, -0.010], [0.008, 0.002, 0.006], [0.004, -0.002, -0.004], [-0.009, -0.004, 0.000], [0.005, 0.004, 0.002], [0.000, 0.000, -0.003], [0.002, 0.000, -0.002], [0.000, 0.000, -0.001], [0.003, 0.000, 0.005], [-0.001, -0.003, 0.000], [0.001, 0.000, -0.001], [-0.002, 0.005, -0.001], [-0.002, -0.004, 0.002], [0.000, -0.002, 0.000], [-0.003, 0.004, -0.001], [0.000, -0.005, 0.008], [0.000, -0.003, 0.002], [0.005, 0.004, 0.000], [-0.002, 0.000, 0.000], [0.000, 0.000, 0.000], [0.001, 0.000, 0.000], [0.001, -0.001, 0.000], [-0.001, 0.001, 0.000], [0.000, 0.001, 0.000], [-0.001, -0.001, 0.001], [0.000, 0.000, 0.000], [-0.001, -0.002, 0.001], [0.001, -0.001, 0.000], [-0.001, -0.001, -0.001], [0.001, 0.002, 0.001], [0.000, 0.001, -0.001], [-0.004, -0.001, -0.003], [-0.001, 0.000, 0.000], [-0.001, 0.001, 0.000], [0.001, 0.002, 0.002], [0.006, -0.002, -0.001], [-0.001, 0.002, 0.000], [-0.002, 0.001, 0.002], [0.000, 0.000, -0.001], [-0.005, -0.002, -0.004], [0.001, 0.002, 0.002], [0.001, -0.001, 0.000], [0.001, 0.001, 0.000], [0.000, 0.000, 0.000], [-0.001, 0.000, 0.000], [0.001, 0.000, 0.001], [0.001, -0.001, 0.000], [0.001, 0.000, 0.000], [0.001, 0.003, 0.000], [-0.001, 0.001, -0.001]], "smiles": "CC(C)Cn1[nH]c(CC(=O)N2CC(CN(C)C(=O)CC(=O)NC3CC3)C2)cc1=O", "charge": 0, "e_homo_ev": -8.66, "de_lowest_ev": 1.474}